1.
DFT (wB97M-V/def2-TZVPD) results for a 2-piece molecular cluster, C3F5I overall at a distorted geometry.

Structure (XYZ):
```
9
Properties=species:S:1:pos:R:3:forces:R:3
C 0.324274 -0.316770 -0.791659 1.0 -0.3 -0.9
C 0.429509 -0.388328 0.752607 1.4 -0.2 0.8
C -0.725780 0.220091 0.084321 -1.1 2.5 -0.1
F 0.078904 -1.409723 -1.523896 -0.3 0.2 0.3
F 1.202390 0.440081 -1.427689 -0.3 0.0 0.4
F 0.297707 -1.538631 1.419403 -0.4 0.2 -0.3
F 1.384242 0.334613 1.325491 -0.4 0.0 -0.4
F -0.272685 2.722917 -0.037674 -0.5 -2.6 0.2
I -2.718564 -0.064250 0.199095 0.7 0.2 0.0
```
Forces are in eV/Å.

## Properties
**Electronic energy**: -911.1051 hartree
**LUMO (alpha / beta)**: -3.763 / -3.764 eV
**Orbital gap (alpha / beta)**: 6.81 / 6.81 eV
**E_HOMO (alpha / beta)**: -10.6 / -10.6 eV
**Spin multiplicity**: 1

---

2.
DFT (wB97M-V/def2-TZVPD) results for a 2-piece molecular cluster, C3F5NO2 overall at a distorted geometry.

Structure (XYZ):
```
11
Properties=species:S:1:pos:R:3:forces:R:3
C 0.572922 0.157030 0.042292 -4.4 -1.6 0.0
C 1.314382 -0.945230 0.038670 -0.3 0.4 -0.5
C -1.814962 -0.357931 -0.008532 2.9 0.9 0.5
N 0.930665 1.527044 -0.002555 0.6 -1.1 0.5
O 2.131821 1.643828 -0.108120 0.9 1.2 -0.3
O 0.106733 2.394869 0.124653 -0.2 0.1 -0.2
F 2.631031 -1.045516 -0.031012 -1.3 -0.4 0.2
F 0.664575 -2.114368 0.020435 1.3 0.6 0.2
F -1.906715 -1.369616 -0.832514 0.0 0.0 0.7
F -2.420624 0.680139 -0.474664 0.1 0.5 -0.4
F -2.209832 -0.570245 1.231346 0.5 -0.6 -0.8
```
Forces are in eV/Å.

## Properties
**Electronic energy**: -818.6359 hartree
**LUMO**: -1.249 eV
**Orbital gap**: 9.30 eV
**E_HOMO**: -10.5 eV
**Spin multiplicity**: 1

---

Summary of energy relative to the best compared isomer or geometry (same formula, charge and spin) in eV
4.122 4.914
(order as listed above)